{
  "formula": "C21H57F3O11Y",
  "method": "the ωB97M-V functional and the def2-TZVPD basis",
  "species": ["H", "H", "H", "C", "C", "H", "H", "H", "H", "C", "C", "O", "O", "H", "C", "O", "F", "H", "H", "H", "O", "C", "Y", "C", "H", "O", "C", "C", "O", "H", "H", "H", "O", "H", "O", "H", "H", "H", "C", "C", "H", "C", "H", "H", "H", "H", "H", "H", "H", "H", "O", "H", "C", "H", "H", "C", "H", "H", "H", "H", "H", "C", "C", "H", "H", "H", "H", "H", "H", "H", "F", "H", "H", "O", "F", "C", "H", "H", "C", "H", "H", "H", "H", "H", "O", "H", "H", "H", "C", "H", "C", "H", "C"],
  "positions_angstrom": [[1.626, 2.853, 1.389], [1.626, -1.886, 0.540], [-5.699, -0.329, -3.396], [3.164, -2.421, 1.566], [1.217, 1.846, -3.823], [2.473, 2.556, 5.042], [-2.701, 1.340, -1.360], [1.019, 3.828, -1.228], [-2.244, 2.612, 1.011], [-4.516, 0.890, -2.381], [2.194, 0.803, 3.821], [2.049, 2.037, -2.791], [2.011, -2.742, 0.802], [-1.872, -4.704, 0.288], [-1.100, -4.072, -1.590], [1.383, 0.039, 0.119], [1.085, 1.645, -6.143], [0.460, 2.656, -3.833], [1.808, 5.640, 0.373], [-0.386, -3.781, 0.405], [-0.692, -5.401, -1.849], [-3.536, 0.630, -1.257], [2.992, 1.304, -0.889], [2.460, -2.012, -3.866], [-1.706, -0.948, 2.743], [1.944, 3.095, 3.104], [-1.620, 2.257, 3.058], [2.240, -1.657, -2.414], [3.327, -0.749, -1.947], [-2.365, -0.924, -4.044], [-3.045, -2.037, 3.172], [-3.953, 0.775, -0.267], [-5.398, -0.223, -2.490], [4.728, -3.548, 2.557], [0.534, 0.617, -3.647], [3.188, 0.849, 3.369], [-2.315, 1.131, 4.528], [-5.119, 1.785, -2.177], [-1.999, -1.797, 3.365], [-1.307, -0.843, -3.784], [-0.799, -1.091, 5.013], [-0.006, -0.054, 0.262], [1.568, -2.472, -4.285], [0.093, 5.792, -0.053], [-0.847, 1.490, 2.890], [4.170, -1.192, -2.103], [1.506, 0.456, 3.040], [-0.184, 3.319, -0.031], [-1.150, 3.246, 3.057], [-3.575, 2.657, 2.232], [1.828, 2.906, 0.415], [-2.824, 1.127, 1.707], [0.834, 5.164, 0.446], [-0.914, 0.737, -5.163], [3.908, -1.965, 0.893], [-1.355, -3.831, -0.110], [-0.298, -0.215, 1.306], [-3.056, -0.343, -1.370], [3.083, -3.920, 3.091], [-1.412, 1.269, -3.527], [-1.269, -1.062, -2.714], [1.941, 1.905, -5.160], [-1.799, -1.485, 4.829], [0.526, 5.115, 1.494], [1.316, -1.102, -2.306], [-1.918, -2.395, 5.424], [0.786, 2.264, 4.646], [-4.000, 1.087, -3.329], [-1.384, -2.638, 3.035], [2.901, -1.682, 2.335], [2.941, 1.031, -5.242], [3.665, -4.497, 1.520], [-1.985, -3.863, -2.189], [-2.203, 2.078, 4.331], [2.440, 3.135, -5.362], [0.788, 3.790, -0.163], [2.240, 3.951, 3.426], [-0.732, -1.599, -4.318], [-0.815, 0.542, -4.097], [2.674, -1.104, -4.422], [2.171, 0.104, 4.653], [-0.364, -0.888, -0.356], [-0.532, 0.853, -0.072], [-0.298, -3.392, -1.926], [-2.721, -0.477, 5.282], [-3.566, -0.890, 5.485], [-1.844, -2.881, 0.107], [0.138, -5.555, -1.386], [3.697, -3.669, 2.228], [2.242, -2.526, -1.760], [1.803, 2.201, 4.254], [3.286, -2.721, -3.971], [-2.646, 2.182, 1.934]],
  "lowdin_charge": [0.07, 0.03, 0.08, -0.33, -0.42, 0.12, 0.06, 0.10, 0.05, -0.32, -0.08, -0.26, -0.10, 0.08, -0.33, -0.45, 0.17, 0.17, 0.09, 0.06, -0.07, -0.09, 1.85, -0.04, 0.04, -0.11, -0.34, -0.22, -0.21, 0.09, 0.09, 0.06, -0.07, 0.08, -0.10, 0.08, 0.04, 0.11, -0.08, -0.06, 0.11, -0.20, 0.09, 0.09, 0.09, 0.12, 0.06, 0.10, 0.11, 0.09, -0.23, 0.06, -0.06, 0.12, 0.10, -0.08, 0.05, 0.06, 0.08, 0.11, 0.05, -0.59, -0.28, 0.08, 0.08, 0.12, 0.11, 0.10, 0.08, 0.10, 0.16, 0.08, 0.11, -0.07, 0.16, -0.23, 0.10, 0.08, -0.24, 0.07, 0.09, 0.07, 0.06, 0.09, -0.09, 0.10, 0.06, 0.08, -0.08, 0.11, -0.25, 0.09, -0.08],
  "e_tot_ev": -54414.5912,
  "charge": 1,
  "orbital_gap_ha": 0.2666
}



{
  "formula": "C2H6Se",
  "method": "the ωB97M-V functional and the def2-TZVPD basis",
  "species": ["C", "H", "H", "H", "H", "C", "H", "Se", "H"],
  "positions_angstrom": [[-0.621, 0.133, -0.668], [2.084, -2.087, 0.538], [0.183, 0.821, 1.598], [-1.498, -0.428, -0.309], [-1.034, 1.092, -0.801], [0.492, -0.129, 0.351], [-0.132, -0.444, -1.594], [0.664, -1.977, 0.631], [1.488, 0.211, 0.113]],
  "lowdin_spin": [0.09, 0.03, 0.62, 0.01, 0.01, 0.70, 0.03, 0.49, 0.03],
  "e_tot_ev": -67510.4498,
  "orbital_gap_ha": [0.2044, 0.2672],
  "e_above_lowest_kj_mol": 266.5,
  "spin_multiplicity": 3
}



{
  "formula": "C3H4CeLiO4",
  "method": "the ωB97M-V functional and the def2-TZVPD basis",
  "species": ["O", "Li", "C", "H", "O", "O", "H", "H", "C", "O", "C", "Ce", "H"],
  "positions_angstrom": [[0.074, -1.456, 1.280], [-1.560, 5.166, -1.344], [-0.003, -2.219, 0.056], [-1.053, -2.475, -0.116], [0.033, 0.713, 1.733], [-0.675, 4.449, -0.078], [0.596, -3.124, 0.188], [-0.093, -1.102, -1.845], [0.404, -0.220, 1.024], [0.863, -0.051, -0.183], [0.574, -1.259, -0.993], [-0.705, 3.143, 1.669], [1.546, -1.565, -1.393]],
  "lowdin_spin": [0.00, 0.00, 0.00, 0.00, 0.00, -0.04, 0.00, 0.00, 0.00, 0.00, 0.00, 1.04, 0.00],
  "e_tot_ev": -24484.8563,
  "charge": 2,
  "orbital_gap_ha": [0.3363, 0.3393],
  "e_above_lowest_kj_mol": 0.0,
  "spin_multiplicity": 2
}



{
  "formula": "C4H6N2",
  "method": "the ωB97M-V functional and the def2-TZVPD basis",
  "species": ["N", "H", "N", "H", "C", "H", "C", "C", "C", "H", "H", "H"],
  "positions_angstrom": [[-0.686, -2.204, -0.308], [1.966, 1.414, 0.584], [0.844, -1.192, 0.087], [-2.652, -1.373, -0.355], [1.033, 1.329, 0.026], [-1.651, 0.792, 0.622], [-1.564, -1.249, -0.172], [-1.065, 0.012, 0.185], [0.313, 0.015, 0.171], [1.247, 1.506, -1.038], [0.352, 2.124, 0.340], [1.863, -1.173, -0.141]],
  "lowdin_charge": [0.15, 0.07, 0.11, 0.13, -0.03, 0.09, -0.25, -0.12, -0.44, 0.09, 0.08, 0.13],
  "e_tot_ev": -7222.4982,
  "orbital_gap_ha": 0.3179,
  "e_above_lowest_kj_mol": 298.4
}



{
  "formula": "C6H12N2",
  "method": "the ωB97M-V functional and the def2-TZVPD basis",
  "species": ["C", "C", "H", "H", "H", "H", "H", "H", "H", "C", "H", "C", "H", "N", "C", "C", "H", "N", "H", "H"],
  "positions_angstrom": [[0.037, 0.234, 1.353], [1.206, -0.604, 0.802], [-2.490, 0.584, -0.692], [0.814, -0.307, -1.936], [2.641, 0.998, 0.666], [-2.437, -0.047, -2.336], [0.812, 1.981, 0.583], [-1.519, 0.272, 2.485], [1.134, -1.583, 1.261], [-0.989, -0.889, -1.021], [-0.701, 2.153, 1.388], [0.338, -1.052, -1.309], [-1.482, -1.624, -0.399], [-0.006, 1.554, 0.975], [2.426, -0.056, 0.580], [-1.819, 0.253, -1.483], [3.219, -0.590, 0.080], [-0.764, -0.335, 2.163], [-1.192, 1.098, -1.774], [0.773, -2.039, -1.386]],
  "lowdin_charge": [-0.53, -0.18, 0.06, 0.07, 0.04, 0.08, 0.08, 0.04, 0.11, -0.24, 0.10, -0.06, 0.10, 0.13, 0.00, -0.12, 0.06, 0.12, 0.07, 0.07],
  "e_tot_ev": -9394.0985,
  "orbital_gap_ha": 0.3285,
  "e_above_lowest_kj_mol": 265.5
}



{
  "formula": "C4H5NOS",
  "method": "the ωB97M-V functional and the def2-TZVPD basis",
  "species": ["S", "C", "H", "C", "H", "H", "O", "N", "H", "H", "C", "C"],
  "positions_angstrom": [[-1.480, 0.061, -0.431], [-0.753, 1.644, 0.131], [-0.240, -2.940, 0.608], [1.163, 0.279, -0.070], [2.247, 0.242, -0.183], [-1.358, 2.648, 0.019], [-2.665, -0.384, 0.279], [0.179, -2.252, -0.033], [1.192, 2.521, -0.064], [1.090, -2.498, -0.385], [0.014, -0.857, 0.154], [0.611, 1.535, -0.025]],
  "lowdin_charge": [0.94, -0.27, 0.10, -0.08, 0.09, 0.11, -0.52, 0.03, 0.13, 0.08, -0.31, -0.29],
  "e_tot_ev": -18597.7692,
  "orbital_gap_ha": [0.2744, 0.2745],
  "e_above_lowest_kj_mol": 400.4
}



{
  "formula": "C24H55O6P",
  "method": "the ωB97M-V functional and the def2-TZVPD basis",
  "species": ["H", "H", "H", "C", "C", "H", "H", "H", "H", "C", "H", "H", "H", "O", "C", "H", "H", "C", "H", "O", "H", "H", "O", "C", "H", "H", "H", "H", "C", "H", "H", "C", "H", "H", "P", "C", "H", "C", "C", "H", "H", "C", "C", "H", "H", "H", "H", "H", "H", "C", "H", "H", "C", "H", "C", "H", "H", "O", "H", "H", "H", "H", "H", "O", "O", "H", "H", "C", "C", "C", "C", "H", "H", "H", "H", "H", "C", "C", "H", "H", "H", "C", "H", "H", "C", "H"],
  "positions_angstrom": [[0.332, -5.142, 4.928], [8.636, 5.198, 0.069], [8.678, 4.433, 3.566], [1.303, -4.843, 1.805], [-1.778, -0.033, 0.990], [3.021, -3.508, 1.977], [-6.897, -1.800, -3.226], [-6.421, -3.310, -1.729], [-9.108, 1.756, -2.571], [2.864, 0.657, -0.966], [2.822, -0.400, -1.520], [-3.227, -0.480, -0.784], [6.185, 0.025, -4.700], [5.859, 1.224, -2.025], [-7.819, -1.083, -3.165], [6.273, 4.441, 3.045], [-9.802, -1.096, -2.035], [8.353, 4.620, 2.537], [2.127, 1.322, 1.153], [9.333, 4.030, 1.676], [-0.047, 0.734, -1.283], [1.857, -5.565, 1.197], [3.707, 1.694, -3.228], [-7.301, 0.478, -3.381], [6.572, 3.513, -0.889], [-9.427, 0.963, -4.272], [-6.504, -0.573, -0.045], [2.714, -1.543, 3.537], [6.972, 3.986, 2.336], [-8.549, -1.348, -4.043], [7.669, 2.705, 0.248], [4.953, 0.955, -2.968], [-6.891, -3.929, -0.013], [-4.990, 0.111, 1.899], [-5.683, -1.730, 0.205], [5.272, -0.312, -4.011], [-1.186, -0.969, 0.596], [-0.902, 1.347, 0.855], [-8.603, 1.488, -3.613], [-0.606, -5.833, 3.583], [0.270, -4.820, 1.437], [1.971, -3.471, 1.663], [-6.860, -2.941, -0.682], [-9.097, -3.306, -1.220], [-5.850, -2.526, 1.423], [6.998, 2.908, 2.538], [2.162, -3.114, 4.181], [5.475, -1.322, -3.455], [0.428, 2.449, -0.640], [-8.642, -1.110, -1.750], [-1.986, -0.191, 2.150], [1.519, -0.363, 0.566], [2.927, 1.927, -2.000], [-8.459, -0.086, -1.179], [1.851, -2.202, 3.664], [-6.558, 0.607, -4.279], [-4.646, -2.138, -0.752], [1.262, -2.463, 2.393], [-3.604, 1.175, 0.072], [-8.261, 2.464, -4.169], [-8.817, -2.162, 0.264], [3.909, 0.646, -0.390], [3.429, 2.822, -1.404], [6.460, 4.239, 1.024], [1.345, -5.315, 3.155], [10.045, 4.169, -0.240], [10.230, 5.639, 0.743], [-4.433, -0.643, 1.199], [-8.412, -2.439, -0.824], [9.560, 4.808, 0.504], [6.674, 3.146, 0.136], [4.357, -0.427, -4.769], [1.949, -3.177, 0.609], [-0.438, 1.683, 1.902], [1.872, 2.333, -2.346], [-6.779, 0.798, -2.366], [0.255, 1.316, -0.314], [-3.276, 0.061, 0.252], [8.315, 5.706, 2.392], [-0.281, -4.078, 3.647], [1.108, -1.692, 4.285], [1.709, 0.755, 0.193], [-1.649, 2.229, 0.560], [5.914, 2.379, 0.314], [0.129, -5.070, 3.856], [-3.839, -1.381, 1.925]],
  "lowdin_charge": [0.09, 0.08, 0.12, -0.19, -0.21, 0.13, 0.09, 0.07, 0.08, -0.18, 0.13, 0.08, 0.10, -0.03, -0.22, 0.12, 0.12, -0.20, 0.13, -0.20, 0.12, 0.12, -0.11, -0.26, 0.08, 0.08, 0.01, 0.09, -0.20, 0.11, 0.09, -0.29, 0.08, 0.08, 0.72, -0.02, 0.11, -0.22, -0.15, 0.09, 0.12, -0.19, -0.45, 0.11, 0.01, 0.12, 0.08, 0.09, 0.11, -0.25, 0.11, 0.11, -0.18, 0.09, -0.11, 0.10, 0.02, -0.22, 0.10, 0.07, 0.11, 0.11, 0.14, -0.20, -0.20, 0.09, 0.08, -0.44, -0.27, -0.11, -0.12, 0.09, 0.12, 0.12, 0.13, 0.10, -0.23, -0.26, 0.12, 0.08, 0.09, -0.21, 0.11, 0.07, -0.11, 0.07],
  "e_tot_ev": -47341.1355,
  "orbital_gap_ha": 0.3258
}



{
  "formula": "C24H60O8P2",
  "method": "the ωB97M-V functional and the def2-TZVPD basis",
  "species": ["C", "C", "H", "O", "C", "H", "H", "C", "C", "H", "H", "H", "H", "H", "C", "H", "C", "H", "H", "O", "H", "C", "H", "H", "H", "H", "H", "C", "H", "C", "O", "H", "H", "H", "H", "H", "O", "H", "H", "H", "H", "C", "H", "H", "H", "H", "H", "C", "H", "H", "H", "H", "H", "O", "H", "P", "H", "H", "H", "O", "C", "C", "H", "C", "O", "C", "H", "H", "C", "C", "H", "H", "C", "H", "P", "C", "H", "H", "H", "H", "H", "H", "H", "H", "C", "H", "H", "H", "C", "C", "C", "H", "H", "O"],
  "positions_angstrom": [[-15.158, -19.932, -23.665], [-10.865, -17.508, -25.917], [-9.651, -16.955, -24.211], [-9.133, -19.287, -21.979], [-9.236, -21.133, -25.934], [-9.576, -18.183, -20.141], [-7.750, -20.420, -27.385], [-6.003, -20.531, -18.401], [-7.484, -22.548, -18.382], [-12.353, -22.640, -15.892], [-8.959, -23.755, -11.112], [-10.713, -23.222, -21.883], [-9.337, -15.933, -25.754], [-18.470, -16.711, -20.297], [-18.821, -17.503, -20.959], [-8.880, -22.305, -10.070], [-9.150, -21.610, -12.714], [-14.449, -19.338, -24.242], [-7.513, -23.385, -10.034], [-17.484, -20.306, -21.412], [-8.992, -23.472, -13.932], [-6.082, -21.962, -18.180], [-19.523, -16.973, -21.602], [-9.056, -23.637, -21.630], [-4.066, -19.819, -17.649], [-16.218, -18.283, -18.793], [-10.248, -17.572, -21.678], [-8.468, -21.232, -27.273], [-11.656, -24.039, -15.527], [-10.520, -22.236, -14.788], [-15.429, -18.657, -20.728], [-15.753, -19.916, -19.045], [-10.431, -23.284, -12.934], [-8.354, -24.077, -16.841], [-12.341, -22.814, -14.188], [-4.768, -18.959, -18.989], [-16.200, -19.055, -23.231], [-9.931, -21.184, -12.084], [-14.539, -20.326, -22.859], [-8.523, -21.635, -25.281], [-11.392, -16.934, -26.680], [-9.399, -18.072, -21.211], [-15.681, -20.679, -24.262], [-5.867, -22.057, -17.115], [-11.689, -17.899, -25.321], [-6.073, -24.897, -18.790], [-7.840, -22.124, -27.278], [-4.616, -19.958, -18.579], [-8.768, -20.877, -13.425], [-9.424, -19.263, -24.665], [-14.482, -18.615, -18.952], [-5.314, -22.530, -18.705], [-7.066, -25.897, -17.984], [-17.624, -17.691, -21.762], [-4.021, -20.504, -19.311], [-16.758, -19.037, -21.693], [-6.743, -19.953, -17.848], [-8.606, -17.352, -21.409], [-9.245, -21.215, -28.038], [-10.198, -20.562, -20.005], [-11.317, -21.062, -19.261], [-7.893, -23.991, -17.825], [-8.692, -24.335, -18.482], [-9.726, -22.751, -13.571], [-9.225, -21.819, -21.852], [-11.757, -23.052, -15.077], [-6.083, -24.946, -16.974], [-10.809, -15.774, -24.675], [-8.303, -23.000, -10.679], [-10.039, -16.429, -25.083], [-11.103, -21.020, -18.193], [-9.428, -23.461, -23.257], [-15.475, -18.894, -19.305], [-9.194, -18.221, -26.974], [-10.148, -20.548, -21.633], [-9.868, -19.742, -25.538], [-7.192, -22.547, -12.482], [-10.824, -20.117, -25.172], [-11.555, -22.119, -19.377], [-10.542, -19.126, -27.407], [-6.514, -20.285, -19.331], [-19.189, -18.456, -20.577], [-7.364, -21.207, -11.536], [-8.057, -21.878, -17.741], [-9.711, -23.061, -22.283], [-10.870, -21.236, -14.533], [-7.840, -22.443, -19.407], [-12.198, -20.456, -19.468], [-10.085, -18.665, -26.532], [-7.935, -22.087, -11.831], [-6.679, -24.883, -17.884], [-10.008, -21.893, -26.056], [-9.986, -22.242, -15.738], [-11.510, -20.469, -22.237]],
  "lowdin_spin": [0.05, 0.00, 0.00, 0.00, 0.00, 0.00, 0.00, 0.00, 0.00, 0.00, 0.00, 0.00, 0.00, 0.00, 0.00, 0.00, 0.00, 0.03, 0.00, 0.50, 0.00, 0.00, 0.00, 0.00, 0.00, 0.00, 0.00, 0.00, 0.00, 0.00, 0.02, 0.00, 0.00, 0.00, 0.00, 0.00, 0.37, 0.00, 0.00, 0.00, 0.00, 0.00, 0.02, 0.00, 0.00, 0.00, 0.00, 0.00, 0.00, 0.00, 0.00, 0.00, 0.00, 0.00, 0.00, 0.00, 0.00, 0.00, 0.00, 0.00, 0.00, 0.00, 0.00, 0.00, 0.00, 0.00, 0.00, 0.00, 0.00, 0.00, 0.00, 0.00, 0.00, 0.00, 0.00, 0.00, 0.00, 0.00, 0.00, 0.00, 0.00, 0.00, 0.00, 0.00, 0.00, 0.00, 0.00, 0.00, 0.00, 0.00, 0.00, 0.00, 0.00, 0.00],
  "e_tot_ev": -60809.5880,
  "charge": 1,
  "orbital_gap_ha": [0.3322, 0.0710],
  "spin_multiplicity": 2
}